Record 1
{
  "formula": "C4H10FN2",
  "method": "the ωB97M-V functional and the def2-TZVPD basis",
  "homo_lumo_gap_ha": [0.2040, 0.2979],
  "relative_energy_ev": 4.539,
  "total_charge": 1,
  "species": ["C", "C", "C", "C", "N", "N", "F", "H", "H", "H", "H", "H", "H", "H", "H", "H", "H"],
  "positions_angstrom": [[-0.85167, -3.03879, 2.64630], [-0.24229, -2.91129, 1.56582], [-0.91204, -0.27075, 0.58175], [-0.17444, 0.52923, -0.22832], [0.05796, 0.66344, -1.45884], [1.32527, 2.77587, -2.08168], [0.70834, 1.38283, 0.54138], [-0.57136, -3.93597, 3.41270], [-1.50806, -2.35263, 3.16134], [0.37135, -2.82441, 0.63005], [-1.17704, 0.05572, 1.51902], [-1.60945, -0.92755, 0.11773], [0.49539, 1.57290, -1.82415], [-0.44866, 0.09561, -2.16348], [0.87393, 3.58917, -1.72159], [1.32250, 2.76661, -3.07318], [2.34025, 2.83002, -1.62485]]
}

---

Record 2
{
  "formula": "C22H41ClNP3RhS",
  "method": "the ωB97M-V functional and the def2-TZVPD basis",
  "homo_lumo_gap_ha": [0.2565, 0.2017],
  "relative_energy_ev": 1.997,
  "multiplicity": 5,
  "total_charge": 3,
  "species": ["Rh", "P", "P", "P", "H", "C", "C", "H", "C", "C", "C", "C", "C", "C", "C", "C", "C", "H", "H", "H", "H", "H", "H", "H", "H", "H", "H", "H", "H", "H", "H", "H", "H", "H", "H", "H", "H", "H", "H", "H", "H", "H", "H", "H", "H", "H", "C", "C", "C", "C", "C", "C", "S", "H", "H", "H", "H", "H", "H", "Cl", "C", "C", "C", "C", "N", "C", "H", "H", "H", "H"],
  "positions_angstrom": [[0.62017, -0.25533, 0.06549], [-0.61853, 1.78438, 1.43721], [-1.89378, -0.80142, 0.28467], [2.47483, 0.89063, 0.33410], [1.51365, -2.51784, -3.62947], [1.77264, -1.93595, -2.72307], [0.88766, -2.17059, -1.60470], [-0.03743, -2.64751, -1.93761], [-0.93172, 3.10620, 0.20013], [-2.24410, 1.98853, 2.36260], [0.31000, 2.76744, 2.72811], [-1.76261, -2.43830, -0.54136], [-2.98872, -1.13502, 1.72818], [-2.88465, 0.23301, -0.86126], [3.88410, 0.14915, -0.48094], [3.14632, 0.90007, 2.05911], [2.53226, 2.64607, -0.17983], [2.77531, -2.35168, -2.53927], [1.41816, -2.31343, -0.65540], [-1.44822, 3.94188, 0.69371], [-1.55962, 2.70436, -0.59954], [0.01490, 3.44920, -0.22422], [-2.28116, 3.00745, 2.78254], [-2.33160, 1.28961, 3.20469], [-3.12897, 1.87176, 1.72582], [-0.34859, 3.58236, 3.07274], [1.23706, 3.20525, 2.34594], [0.53663, 2.13708, 3.59733], [-2.70493, -3.00983, -0.44084], [-0.90966, -2.97176, -0.06939], [-1.54059, -2.22806, -1.60904], [-3.65038, -0.28948, 1.94179], [-2.40071, -1.35013, 2.62679], [-3.62914, -2.00291, 1.53220], [-3.83305, -0.27450, -1.09150], [-2.29348, 0.37120, -1.77809], [-3.09275, 1.20447, -0.38926], [4.70473, 0.12047, 0.24180], [4.14455, 0.73140, -1.35301], [3.63257, -0.86513, -0.76511], [4.19375, 1.22891, 1.98185], [3.13537, -0.12728, 2.44625], [2.62099, 1.56099, 2.75880], [3.58936, 2.93529, -0.25189], [2.04082, 3.33324, 0.51896], [2.08450, 2.76437, -1.17466], [0.06634, 0.15914, -3.67328], [-0.51988, 1.44766, -3.62319], [-1.66569, 1.73183, -4.40653], [-2.35123, 0.70235, -5.08791], [-1.90689, -0.62601, -4.85786], [-0.70690, -0.90231, -4.13338], [1.91634, -0.12222, -3.43502], [2.22209, -0.21515, -4.75931], [-0.02974, 2.20166, -2.99889], [-2.13474, 2.71404, -4.40223], [-3.17410, 0.90811, -5.78548], [-2.49614, -1.44103, -5.29824], [-0.38759, -1.94051, -3.92099], [0.20189, -1.47575, 6.22865], [0.39470, -1.92758, 4.58459], [0.59091, -3.29240, 4.34900], [0.81708, -3.62719, 3.02506], [0.77901, -2.64881, 2.03589], [0.53981, -1.36001, 2.25202], [0.32144, -0.99562, 3.53406], [0.62584, -4.06172, 5.11889], [0.99549, -4.62896, 2.65931], [0.98164, -2.84985, 0.97974], [0.16432, 0.03165, 3.84375]]
}

---

Record 3
{
  "formula": "H2N3O3P",
  "method": "the ωB97M-V functional and the def2-TZVPD basis",
  "homo_lumo_gap_ha": 0.2715,
  "relative_energy_ev": 0.096,
  "total_charge": -2,
  "species": ["N", "N", "N", "O", "O", "O", "P", "H", "H"],
  "positions_angstrom": [[-3.10270, 0.30506, 0.28174], [-2.12778, 0.87518, 0.64386], [-4.01548, -0.33216, -0.08286], [1.62300, -1.40889, -0.74572], [1.13860, 0.95791, -0.16075], [3.44163, 0.27276, 0.05622], [2.09315, -0.21104, 0.49502], [0.28084, 1.03190, 0.30775], [0.66873, -1.49072, -0.79526]]
}

---

Record 4
{
  "formula": "C25H50BeNO25",
  "method": "the ωB97M-V functional and the def2-TZVPD basis",
  "homo_lumo_gap_ha": 0.1625,
  "total_charge": 1,
  "species": ["Be", "N", "O", "O", "O", "C", "C", "C", "O", "C", "H", "H", "H", "H", "H", "H", "H", "H", "C", "O", "C", "O", "O", "C", "H", "H", "H", "H", "H", "H", "C", "O", "C", "O", "O", "C", "H", "H", "H", "H", "H", "H", "C", "O", "C", "O", "O", "C", "H", "H", "H", "H", "H", "H", "C", "O", "C", "O", "O", "C", "H", "H", "H", "H", "H", "H", "C", "O", "C", "O", "O", "C", "H", "H", "H", "H", "H", "H", "C", "O", "C", "O", "O", "C", "H", "H", "H", "H", "H", "H", "C", "O", "C", "O", "O", "C", "H", "H", "H", "H", "H", "H"],
  "positions_angstrom": [[-2.96459, -0.71940, -1.31324], [-0.93285, 0.02045, 0.95394], [-1.12450, -1.12582, 0.51362], [-0.14910, 0.20971, 1.89093], [-1.48453, 0.93279, 0.34451], [0.11372, 3.57882, 4.89798], [0.01936, 2.68925, 3.69552], [-1.41382, 2.83776, 3.15022], [-1.84004, 4.13526, 3.67599], [-1.22967, 4.37734, 4.92109], [1.01616, 4.18845, 4.85270], [0.08858, 2.89771, 5.74860], [0.10910, 1.62831, 3.92891], [0.65335, 2.90006, 2.83429], [-2.00211, 1.98832, 3.49730], [-1.47796, 2.76610, 2.06447], [-1.83822, 4.11642, 5.78694], [-0.98229, 5.43242, 5.03809], [-4.32930, -1.12797, 2.92571], [-4.51335, 0.27624, 2.88378], [-4.64042, 0.86862, 1.76135], [-4.38387, 0.33316, 0.65512], [-5.05065, 2.14340, 1.98130], [-5.29524, 2.93530, 0.86307], [-4.27780, -1.49259, 3.95163], [-3.34046, -1.22291, 2.47704], [-5.11300, -1.62528, 2.35424], [-5.89684, 2.42371, 0.11179], [-4.25306, 3.16015, 0.63629], [-5.73080, 3.89152, 1.15301], [-3.45097, -3.95515, -4.82173], [-2.63890, -4.63507, -3.86578], [-2.21549, -3.99819, -2.76965], [-2.35311, -2.78619, -2.54772], [-1.41729, -4.81596, -2.04426], [-0.61000, -4.31117, -0.96601], [-4.48939, -3.83787, -4.51185], [-3.40122, -4.51022, -5.75850], [-2.98210, -3.01306, -5.10584], [-1.23953, -3.86412, -0.19663], [0.16939, -3.63309, -1.31367], [-0.11220, -5.16639, -0.50896], [-0.70520, -1.58709, -4.94601], [0.19728, -0.51718, -4.55235], [0.09606, -0.00019, -3.33443], [-0.73185, -0.32001, -2.48467], [1.04300, 0.95746, -3.19278], [1.27603, 1.57317, -1.96060], [-0.72123, -1.71249, -6.02865], [-1.74485, -1.53366, -4.62294], [-0.31912, -2.48495, -4.46341], [0.89212, 2.59332, -1.95837], [2.35547, 1.52803, -1.81615], [0.79574, 1.04304, -1.13818], [2.86233, 1.71287, 1.84290], [4.15645, 1.34961, 1.40786], [4.66058, 1.93662, 0.28324], [4.06906, 2.69494, -0.53422], [5.92212, 1.47436, 0.02476], [6.56059, 0.39652, 0.74084], [2.05526, 1.37461, 1.19304], [2.72104, 2.79143, 1.77338], [2.76239, 1.25632, 2.82762], [6.97068, 0.80326, 1.66523], [7.41556, -0.01814, 0.20680], [5.85600, -0.40952, 0.94566], [2.84986, -1.21570, -0.08177], [2.49091, -1.98592, -1.22093], [3.11861, -1.90154, -2.39089], [4.08248, -1.11603, -2.64718], [2.65577, -2.81497, -3.13355], [2.97671, -2.87287, -4.49761], [3.64218, -1.74320, 0.44935], [1.94715, -1.22425, 0.52907], [3.10085, -0.17639, -0.29379], [2.34440, -3.62705, -4.96610], [4.01552, -3.19123, -4.58498], [2.75090, -1.95235, -5.03590], [6.14974, -2.70394, 2.87146], [4.85166, -2.24073, 2.74176], [3.86749, -2.76369, 3.54368], [3.99858, -3.69877, 4.39155], [2.77095, -1.96921, 3.39831], [1.62181, -2.07496, 4.26101], [6.58870, -2.70748, 3.86915], [6.78684, -1.99400, 2.34404], [6.45881, -3.69712, 2.54563], [1.35506, -3.11519, 4.44778], [0.78637, -1.49110, 3.87470], [1.93606, -1.71128, 5.23932], [-5.88207, 2.10748, -3.13386], [-4.87987, 3.12460, -3.05547], [-3.67499, 2.82052, -2.54234], [-3.32407, 1.68224, -2.22105], [-2.93578, 3.88742, -2.48209], [-1.57983, 3.72574, -2.16261], [-5.58306, 1.21036, -3.67596], [-6.75762, 2.58020, -3.57890], [-6.36291, 1.84103, -2.19264], [-1.43163, 3.48536, -1.10983], [-1.14320, 4.69601, -2.39931], [-1.03287, 3.03484, -2.80417]]
}

---

Record 5
{
  "formula": "C15H27F2NP2Pb",
  "method": "the ωB97M-V functional and the def2-TZVPD basis",
  "homo_lumo_gap_ha": [0.2674, 0.1667],
  "relative_energy_ev": 0.000,
  "species": ["Pb", "C", "P", "C", "C", "C", "P", "C", "C", "H", "H", "H", "H", "H", "H", "H", "H", "H", "H", "H", "H", "H", "H", "H", "H", "C", "C", "C", "C", "C", "C", "C", "C", "N", "H", "H", "H", "H", "H", "H", "H", "H", "H", "F", "C", "F", "H", "H"],
  "positions_angstrom": [[-0.92281, -1.48302, -0.88051], [4.16451, -1.35129, -2.22227], [3.24050, -0.04427, -3.21187], [4.12351, 1.45760, -3.75330], [2.01959, 0.73507, -1.96039], [0.72961, 1.14931, -2.59135], [-0.67659, 1.01761, -1.47955], [-1.92122, 2.09576, -2.23933], [-0.20449, 2.13605, -0.09445], [4.63670, -0.81171, -1.39002], [4.90483, -1.84480, -2.88567], [3.30732, -1.95023, -1.84249], [4.84229, 1.91489, -3.02943], [3.32513, 2.21089, -4.05601], [4.77486, 1.17778, -4.61984], [2.42012, 1.59869, -1.49750], [1.80307, -0.03112, -1.18592], [0.40977, 0.55542, -3.44460], [0.67648, 2.21736, -2.75136], [-1.48245, 3.02238, -2.58534], [-2.70596, 2.36593, -1.47260], [-2.47139, 1.61518, -3.04964], [-0.64172, 1.67765, 0.84057], [-0.69882, 3.10613, -0.22427], [0.87859, 2.25263, -0.04897], [-3.69735, -0.97708, 2.44784], [-2.42257, -1.10409, 3.14057], [-2.42484, -1.33722, 4.52711], [-1.25417, -1.32113, 5.31402], [-0.01952, -1.20942, 4.63131], [0.11839, -1.05747, 3.27820], [1.46935, -0.98867, 2.72988], [-1.09256, -0.95660, 2.43648], [-1.03546, -0.61410, 1.17683], [-4.17412, -0.11459, 2.91132], [-4.40852, -1.75450, 2.59934], [-3.58257, -0.77592, 1.33901], [-3.40749, -1.44387, 5.00212], [-1.25624, -1.52637, 6.36032], [0.87854, -1.14189, 5.25121], [2.14109, -1.50833, 3.42913], [1.84867, 0.03647, 2.56892], [1.50505, -1.48501, 1.74383], [-4.14252, -1.50909, -2.63246], [-3.53624, -1.24203, -1.39374], [-4.14985, -0.03955, -0.97554], [-3.90827, -1.97474, -0.68837], [2.01981, -0.74468, -3.52117]]
}

---

Record 6
{
  "formula": "C6H11N",
  "method": "the ωB97M-V functional and the def2-TZVPD basis",
  "homo_lumo_gap_ha": 0.3260,
  "smiles": "C/C=C/C/C=C/N",
  "relative_energy_ev": 1.902,
  "species": ["C", "C", "C", "C", "C", "C", "N", "H", "H", "H", "H", "H", "H", "H", "H", "H", "H", "H"],
  "positions_angstrom": [[3.26752, -0.42922, 0.48176], [1.93542, -0.18674, -0.18212], [0.88696, -0.92865, 0.17678], [-0.40449, -0.78065, -0.57872], [-1.43086, 0.05377, 0.23399], [-2.28585, 0.84914, -0.42550], [-3.34680, 1.57016, 0.09222], [4.13852, -0.40301, -0.18834], [3.26296, -1.45767, 0.84488], [3.51134, 0.16210, 1.36258], [1.98010, 0.49783, -1.02685], [1.00776, -1.73851, 0.88975], [-0.90318, -1.74824, -0.50540], [-0.37683, -0.29041, -1.55279], [-1.63930, -0.06218, 1.28629], [-1.97187, 1.16413, -1.42534], [-3.98751, 2.04544, -0.52622], [-3.64389, 1.68271, 1.04302]]
}

---

Record 7
{
  "formula": "FHN2O2",
  "method": "the ωB97M-V functional and the def2-TZVPD basis",
  "homo_lumo_gap_ha": 0.4073,
  "smiles": "O=[N+]([O-])NF",
  "relative_energy_ev": 0.501,
  "species": ["O", "N", "O", "N", "F", "H"],
  "positions_angstrom": [[-1.90116, 1.16986, -0.16883], [-1.86480, -0.01935, -0.06537], [-2.60788, -0.86007, 0.21608], [-0.28558, -0.49288, -0.54134], [0.04605, -1.73711, -0.08535], [0.25199, 0.16811, -0.13677]]
}

---

Record 8
{
  "formula": "C3H5N3O",
  "method": "the ωB97M-V functional and the def2-TZVPD basis",
  "homo_lumo_gap_ha": 0.3774,
  "smiles": "[O-][NH2+]n1cccn1",
  "relative_energy_ev": 5.054,
  "species": ["O", "N", "N", "C", "C", "C", "N", "H", "H", "H", "H", "H"],
  "positions_angstrom": [[1.17518, 2.53084, -0.22900], [1.36711, 1.33475, -0.63148], [0.43848, 0.22986, -0.06619], [-0.83022, -0.12105, -0.39485], [-1.34337, -0.79497, 0.68562], [-0.31007, -0.78481, 1.63757], [0.75543, -0.20690, 1.14179], [2.28440, 0.94015, -0.31794], [1.25493, 1.18331, -1.66199], [-1.23336, 0.04990, -1.37201], [-2.31150, -1.23710, 0.78596], [-0.29884, -1.13324, 2.65075]]
}

---

Number 1: DFT total energy -367.3453 a.u.. Number 2: DFT total energy -2909.4676 a.u.. Number 3: DFT total energy -732.5624 a.u.. Number 4: DFT total energy -2932.5569 a.u.. Number 5: DFT total energy -1717.5391 a.u.. Number 6: DFT total energy -289.9018 a.u.. Number 7: DFT total energy -360.2373 a.u.. Number 8: DFT total energy -356.6716 a.u..